#w
This record from the Open Molecules 2025 dataset describes a gas-phase ion, C6H11N2 (charge +1). The level of theory is ωB97M-V/def2-TZVPD.

The geometry in XYZ format:
```
19
Properties=species:S:1:pos:R:3
C 1.57614 -0.53979 1.68289
C 1.71160 -0.99786 0.21082
C 0.35783 -1.36036 -0.39643
C -0.60045 -0.20453 -0.45957
C -0.60579 0.74339 -1.54440
N -1.47976 1.67593 -1.26682
C -1.89104 1.40533 0.11395
N -1.45233 0.08653 0.46741
H 2.18980 -1.06365 2.40910
H 0.55630 -0.80639 1.98011
H 1.68867 0.52789 1.83955
H 2.47336 -1.74969 0.06262
H 1.98452 -0.08952 -0.33012
H -0.20424 -2.09555 0.17261
H 0.48954 -1.77269 -1.40092
H -0.25001 0.66082 -2.56469
H -2.20684 1.82668 -1.96483
H -1.38893 2.12968 0.77025
H -2.94836 1.62376 0.21847
```

Summary:
HOMO level = -15.3 eV
Charge = +1
Multiplicity = 1
SMILES string = CCCC1=NC[NH+]=C1
M = 111.2 Da
LUMO = -6.48 eV
Orbital gap = 8.81 eV

#x
This record from the Open Molecules 2025 dataset describes 2 unconnected molecules or ions with the total composition C6H11N2. The level of theory is ωB97M-V/def2-TZVPD.

The geometry in XYZ format:
```
19
Properties=species:S:1:pos:R:3
C -2.09264 -1.12764 1.30083
C -1.58155 -0.05917 0.31410
C -0.42998 -0.07617 -0.42775
C -0.05511 0.41430 -1.70087
N 1.34156 0.00470 -1.99823
C 1.84105 -0.54961 -0.87098
C 0.83918 -0.62307 0.13357
N 0.39635 1.61758 2.22781
H -1.25219 -1.78587 1.59172
H -2.68408 -0.65000 2.18268
H -2.24438 0.69171 0.02247
H -0.17740 1.99649 2.96803
H -0.67696 0.86987 -2.41302
H 1.60170 0.06574 -2.97682
H 2.84069 -0.90578 -0.51082
H 0.98782 -1.24467 1.06321
H -2.56829 -1.87272 0.63246
H -0.18803 1.34903 1.38712
H 1.07008 2.25827 1.95253
```

Summary:
HOMO level = -13.0 eV
Charge = +1
Multiplicity = 1
M = 111.2 Da
LUMO = -6.25 eV
Orbital gap = 6.80 eV

Most stable = #w

#w
This record from the Open Molecules 2025 dataset describes a molecular structure, C6H11N2. The level of theory is ωB97M-V/def2-TZVPD.

The geometry in XYZ format:
```
19
Properties=species:S:1:pos:R:3
C -1.33372 -1.20264 0.07817
C 2.91225 0.50156 -0.20110
C 1.41496 0.99635 -0.29420
C 2.36539 -0.84654 0.06312
C -2.84149 0.97343 0.20428
C 1.14095 -0.40460 -0.02878
N -2.36306 -0.36685 -0.06957
N -0.00430 -1.14086 0.04046
H -1.71480 -2.28876 0.04743
H 3.50780 0.36948 -1.06580
H 3.41120 1.05396 0.60311
H 1.12356 1.72781 0.42123
H 1.12447 1.26200 -1.25771
H 2.78803 -1.75097 0.03735
H -2.08662 1.76174 0.47867
H -3.47580 1.36278 -0.54511
H -3.26183 0.97003 1.15936
H -3.14626 -0.94871 0.08131
H 0.43929 -2.02918 0.24778
```

Summary:
HOMO level = -12.9 eV
Charge = +1
Multiplicity = 1
M = 111.2 Da
LUMO = -3.83 eV
Orbital gap = 9.10 eV

#x
This record from the Open Molecules 2025 dataset describes a gas-phase ion, C6H11N2 (charge +1). The level of theory is ωB97M-V/def2-TZVPD.

The geometry in XYZ format:
```
19
Properties=species:S:1:pos:R:3
C -0.53891 -1.13178 1.64861
C 0.62561 -0.77001 0.54732
C 1.59109 -0.37071 1.54337
C -1.28112 0.43863 0.06412
C -0.08055 0.12266 -0.46765
C 0.01896 1.31612 -2.58753
N -1.45745 -0.11309 1.34350
N 0.60737 0.45493 -1.55394
H -0.83508 -2.09678 1.44024
H -0.22844 -1.05555 2.70226
H 1.01749 -1.80974 0.16764
H 2.31046 -1.08145 1.94190
H -1.99109 1.13497 -0.50391
H -1.06762 1.48224 -2.61687
H 0.55831 2.20315 -2.49350
H 0.26114 0.90085 -3.53381
H -2.05780 0.23721 2.01581
H 1.17692 -0.35802 -1.83409
H 1.37070 0.49635 2.17651
```

Summary:
HOMO level (alpha / beta) = -12.6 / -11.8 eV
Charge = +1
Multiplicity = 1
M = 111.2 Da
LUMO (alpha / beta) = -3.66 / -5.83 eV
Orbital gap (alpha / beta) = 8.97 / 5.96 eV

#y
This record from the Open Molecules 2025 dataset describes a molecular structure, C6H11N2. The level of theory is ωB97M-V/def2-TZVPD.

The geometry in XYZ format:
```
19
Properties=species:S:1:pos:R:3
C 1.95071 0.98061 -0.74767
C 0.99736 1.82383 0.21382
C 0.39301 0.53755 0.30710
C 2.02740 -1.47003 0.03341
C -1.99354 1.17210 0.00854
C -1.31131 -1.30099 -0.19826
N 1.54031 -0.11865 -0.07884
N -1.10640 0.05346 0.20650
H 1.60796 2.25444 1.05184
H 0.23947 2.51238 -0.03257
H 2.08095 -2.04458 -0.88075
H 1.43884 -2.09920 0.84952
H 3.04034 -1.38429 0.24756
H -1.94239 1.60419 -1.08868
H -3.05462 0.80529 0.05127
H -1.76172 1.92175 0.75439
H -0.45776 -1.79604 0.16893
H -2.10164 -1.82343 0.33561
H -1.58699 -1.62838 -1.20172
```

Summary:
HOMO level = -13.9 eV
Charge = +1
Multiplicity = 1
M = 111.2 Da
LUMO = -4.78 eV
Orbital gap = 9.11 eV

Most stable = #w

#w
This record from the Open Molecules 2025 dataset describes C7H13N in the gas phase. The level of theory is ωB97M-V/def2-TZVPD.

The geometry in XYZ format:
```
21
Properties=species:S:1:pos:R:3
C -0.58165 -1.09315 0.85432
C -0.83720 0.17246 1.72819
C -0.90623 1.40415 0.86697
C 2.12722 -0.19662 -2.06603
C 1.26635 0.81714 -2.13776
C 0.15142 0.82469 -1.26229
C 0.26302 1.48755 -0.10690
N -0.89044 -2.41543 1.46935
H -0.94579 -0.99109 -0.25678
H 0.49081 -1.12210 0.64943
H -0.02961 0.28360 2.45287
H -1.67763 -0.08053 2.28383
H -1.82738 1.51716 0.27814
H -1.03552 2.36637 1.46249
H 1.82827 -1.20716 -1.65342
H 3.08548 -0.31398 -2.71825
H 1.39160 1.65384 -2.79977
H -0.67828 0.29036 -1.46689
H 1.05914 2.29356 0.17688
H -1.87961 -2.59312 1.32093
H -0.37398 -3.09770 0.92471
```

Summary:
HOMO level = -9.2 eV
Multiplicity = 1
SMILES string = C=C/C=C/CCCN
M = 111.2 Da
LUMO = 1.00 eV
Orbital gap = 10.16 eV

#x
This record from the Open Molecules 2025 dataset describes C7H13N in the gas phase. The level of theory is ωB97M-V/def2-TZVPD.

The geometry in XYZ format:
```
21
Properties=species:S:1:pos:R:3
C 1.70851 -0.23786 1.32232
C 1.94187 -0.32053 -0.16553
C 0.78986 -0.61872 -1.15162
N 0.54452 1.85204 -0.40083
C -0.79174 1.19116 -0.29107
C -0.59327 -0.22855 -0.64511
C -1.70833 -0.97609 -0.38124
C -2.76878 -0.56504 0.45665
H 2.64232 -0.07323 1.89716
H 1.26118 -1.17628 1.75820
H 0.99010 0.56547 1.41009
H 2.34743 0.73203 -0.45389
H 2.78721 -1.02254 -0.38639
H 0.99193 0.03042 -2.03186
H 0.60097 -1.69914 -1.48758
H 0.32759 2.63618 0.20739
H -1.17568 1.14469 0.69954
H -1.61527 1.58244 -0.90505
H -1.69526 -2.04459 -0.60443
H -2.95079 0.47079 0.49790
H -3.63436 -1.24266 0.65535
```

Summary:
HOMO level = -6.7 eV
Multiplicity = 1
M = 111.2 Da
LUMO = -1.99 eV
Orbital gap = 4.71 eV

#y
This record from the Open Molecules 2025 dataset describes C7H13N in the gas phase. The level of theory is ωB97M-V/def2-TZVPD.

The geometry in XYZ format:
```
21
Properties=species:S:1:pos:R:3
C 1.35396 -0.76803 -1.55717
C 0.02831 -0.86837 -0.78098
C -0.60164 -2.00222 -0.44494
N -0.26020 -3.37964 -0.65867
C -0.66588 0.51648 -0.84835
C -0.00955 1.42412 0.18233
C -0.60179 1.59121 1.38878
C -0.14917 2.43149 2.48127
H 1.09656 -0.31535 -2.49073
H 2.00653 -1.65557 -1.78865
H 2.12484 -0.05666 -1.03009
H -1.49533 -2.03893 0.21625
H 0.77694 -3.60814 -0.71877
H -0.63798 -3.61589 -1.57981
H -0.48375 0.95799 -1.71370
H -1.77451 0.57723 -0.63145
H 0.96693 1.90540 -0.07748
H -1.38230 0.81445 1.59764
H 0.65263 3.11029 2.12373
H 0.07842 1.85990 3.38261
H -1.02301 3.12026 2.94820
```

Summary:
HOMO level = -8.4 eV
Multiplicity = 1
SMILES string = C/C=C/C/C(C)=C/N
M = 111.2 Da
LUMO = 0.97 eV
Orbital gap = 9.36 eV

#z
This record from the Open Molecules 2025 dataset describes C7H13N in the gas phase. The level of theory is ωB97M-V/def2-TZVPD.

The geometry in XYZ format:
```
21
Properties=species:S:1:pos:R:3
C -0.92509 -0.50796 -0.69085
C 1.62566 1.17814 1.23489
C -2.36378 -0.78310 -1.02136
C -0.09808 -1.63920 -0.17852
C 0.83754 0.25197 2.11116
N -0.40369 0.57959 -1.26857
C 0.76253 1.25256 -1.16780
C 1.69210 1.35896 -0.10534
H -1.03244 1.00532 -1.94866
H 2.42168 1.66191 1.79675
H 0.92993 1.92273 -1.99453
H 2.53899 1.96631 -0.42832
H -2.66851 -1.73873 -0.63356
H -3.02232 -0.02675 -0.58972
H -0.12675 -2.46473 -0.89698
H -0.48111 -2.02518 0.76536
H 0.93210 -1.32960 -0.03023
H -2.54076 -0.77930 -2.11376
H 0.78371 0.70654 3.10733
H -0.19267 0.12122 1.79427
H 1.33095 -0.71072 2.25842
```

Summary:
HOMO level (alpha / beta) = -6.1 / -6.1 eV
Multiplicity = 1
M = 111.2 Da
LUMO (alpha / beta) = 0.87 / 0.81 eV
Orbital gap (alpha / beta) = 6.94 / 6.93 eV

Most stable = #y

#w
This record from the Open Molecules 2025 dataset describes C7H13N in the gas phase. The level of theory is ωB97M-V/def2-TZVPD.

The geometry in XYZ format:
```
21
Properties=species:S:1:pos:R:3
C 1.05344 -1.29392 -0.34020
C 1.70986 -0.06454 -0.42644
C -0.74304 0.69948 0.47605
C -1.15133 -0.50525 -0.34992
C 3.14884 -0.00384 0.17016
C -1.21353 2.07232 0.22909
C -2.49480 -1.16399 0.03394
N -0.19962 -1.58577 -0.34460
H 1.67271 -2.23219 -0.10970
H 1.69042 0.80787 -1.14150
H -0.26575 0.36847 1.42324
H -1.28759 -0.25316 -1.42567
H 3.23080 -0.56594 1.19631
H 3.63435 1.00862 0.22137
H 3.80294 -0.57632 -0.49388
H -2.11993 2.28454 0.73670
H -1.50018 2.21141 -0.86356
H -0.40133 2.81279 0.67629
H -3.15287 -0.43668 0.12226
H -2.60311 -1.72446 0.95513
H -2.81030 -1.85945 -0.74506
```

Summary:
HOMO level (alpha / beta) = -7.6 / -8.0 eV
Multiplicity = 1
M = 111.2 Da
LUMO (alpha / beta) = -0.27 / 0.61 eV
Orbital gap (alpha / beta) = 7.31 / 8.58 eV

#x
This record from the Open Molecules 2025 dataset describes a molecular structure, C7H13N. The level of theory is ωB97M-V/def2-TZVPD.

The geometry in XYZ format:
```
21
Properties=species:S:1:pos:R:3
C -1.05532 1.88902 0.38852
C -0.25738 0.89823 -0.45290
C -0.67955 -0.46123 -0.92847
C -2.05887 -1.02232 -0.60757
C 0.29707 -0.32617 0.18616
C 1.68866 -0.49041 0.05699
C 2.73685 0.16954 -0.45398
H -0.39651 2.78599 0.38032
H -2.02109 2.02540 -0.17313
H -1.35825 1.45565 1.45311
H 0.51255 1.25697 -1.16777
H -0.37747 -0.75724 -1.90017
H -1.84837 -2.08980 -0.37697
H -2.32740 -0.27412 0.22463
H -2.77261 -1.02325 -1.43174
H -0.46857 0.13236 2.37328
H -1.03807 -1.78986 1.49930
H 2.17170 -1.41070 0.90155
H 3.76840 -0.36171 -0.34867
H 2.55634 1.10954 -1.09613
N -0.06134 -0.71417 1.50427
```

Summary:
HOMO level = -8.8 eV
Multiplicity = 1
M = 111.2 Da
LUMO = 0.61 eV
Orbital gap = 9.39 eV

Most stable = #w